This record from the Open Molecules 2025 dataset describes a single C5H13N2PS2 molecule. The level of theory is the ωB97M-V functional and the def2-TZVPD basis.

Calculated values
- Orbital gap (alpha / beta): 7.588 / 7.800 eV

Atoms and positions in Å:
C: 0.2338 -0.6749 1.5837
C: -1.9369 0.5384 -0.6461
C: -1.3748 -0.7171 -1.0551
C: 0.7944 -0.6830 0.2150
C: 0.1552 1.7545 2.2712
N: -0.5553 0.5383 1.8368
N: 2.6908 -1.4822 -1.7033
P: -0.3204 -0.6628 -2.5191
S: -2.1345 0.4606 1.2712
S: 1.8730 -2.0575 -0.3008
H: -0.5646 -1.3989 1.6112
H: 0.9856 -0.8585 2.2983
H: -1.3867 1.4651 -0.8568
H: -2.9568 0.5474 -1.0980
H: -1.7577 -1.6830 -0.7535
H: 1.2185 0.3146 -0.0425
H: -0.4957 2.6520 2.1782
H: 0.2881 1.7974 3.3379
H: 1.2434 1.8236 1.8436
H: 2.7555 -0.5378 -1.7284
H: 2.0728 -1.6649 -2.5517
H: 0.4372 0.4336 -2.0677
H: -1.2652 0.0950 -3.1241



This record from the Open Molecules 2025 dataset describes 2 unconnected molecules or ions with the total composition C5H13N2S. The level of theory is the ωB97M-V functional and the def2-TZVPD basis.

Calculated values
- Net charge: -1
- Orbital gap: 6.864 eV

Atoms and positions in Å:
C: 1.3862 0.6900 -1.3727
C: 0.0943 0.9740 -2.1447
S: -1.1486 -0.3355 -1.9072
N: 2.0670 -0.5374 -1.8151
H: 1.1595 0.5816 -0.3124
H: 2.1045 1.5111 -1.4967
H: 0.3672 1.0585 -3.2019
H: -0.2985 1.9465 -1.8305
H: 2.4874 -0.3524 -2.7206
H: 1.3329 -1.2294 -1.9639
C: -0.5539 1.4743 2.3434
C: -0.7367 0.1509 2.3163
N: -1.4853 -0.5708 1.4237
C: -1.0518 -1.9351 1.1482
H: -0.9307 2.0976 1.5408
H: 0.0337 1.8811 3.1545
H: -0.3037 -0.4409 3.1186
H: -1.6610 -0.1057 0.5257
H: -1.8203 -2.4197 0.5520
H: -0.1378 -1.9681 0.5555
H: -0.9043 -2.4706 2.0870



This record from the Open Molecules 2025 dataset describes a gas-phase ion, C5H13N2S (charge -2). The level of theory is the ωB97M-V functional and the def2-TZVPD basis.

Calculated values
- Spin multiplicity: 2
- Expectation value of S²: 0.751
- Net charge: -2
- Orbital gap (alpha / beta): 2.057 / 5.983 eV

Atoms and positions in Å:
C: 0.0250 -0.4338 1.7354
N: -0.2572 0.4550 0.6051
C: -0.1010 -0.1234 -0.7233
C: -1.2850 0.1953 -1.6379
S: -2.6817 -1.0305 -1.6007
C: 1.2141 0.4174 -1.3303
N: 1.8680 -0.3980 -2.3417
C: -0.3259 0.2543 3.0348
H: -0.4554 -1.4041 1.5697
H: 1.1060 -0.6167 1.7221
H: -1.1460 0.9197 0.7094
H: -0.0198 -1.2170 -0.6541
H: -1.7325 1.1083 -1.2985
H: -1.0217 0.3119 -2.6942
H: 1.8798 0.6037 -0.5055
H: 1.0284 1.4344 -1.6825
H: 1.2938 -0.4584 -3.1769
H: 1.9468 -1.3492 -1.9947
H: 0.3978 1.0016 3.3568
H: -1.3178 0.7215 2.9906
H: -0.4157 -0.3919 3.9163



This record from the Open Molecules 2025 dataset describes a gas-phase ion, C5H13N2S (charge -2). The level of theory is the ωB97M-V functional and the def2-TZVPD basis.

Calculated values
- Spin multiplicity: 2
- Expectation value of S²: 0.751
- Net charge: -2
- Orbital gap (alpha / beta): 2.332 / 6.107 eV

Atoms and positions in Å:
C: 1.0965 0.2975 -1.9039
C: 2.1828 0.6284 -0.8899
S: 2.0308 2.2680 -0.0934
C: -0.3149 0.2717 -1.3399
N: -0.5185 -0.7995 -0.3818
C: -1.7139 -0.6373 0.4472
C: -2.0979 -1.9293 1.1798
N: -1.8305 -1.9439 2.6004
H: 1.1412 1.0232 -2.7195
H: 1.2767 -0.6951 -2.3413
H: 3.1662 0.5989 -1.3507
H: 2.2470 -0.1164 -0.0978
H: -0.5567 1.2672 -0.9487
H: -0.9913 0.0572 -2.1768
H: 0.3144 -1.0482 0.1295
H: -1.6022 0.2451 1.0728
H: -2.5404 -0.4491 -0.2577
H: -1.5873 -2.7452 0.6640
H: -3.1859 -2.0384 1.0925
H: -2.5930 -2.3158 3.1611
H: -0.9426 -2.3345 2.8819



Electronic energy in eV, matching the order above: -39329.8124; -19211.6985; -19207.8871; -19207.9500
Molecular weight in g/mol, matching the order above: 196.281; 133.240; 133.240; 133.240
Energy relative to the best compared isomer or geometry (same formula, charge and spin) in kcal per mole, matching the order above: 40.7; 13.4; 3.0; 1.6